[1]
Computed, not measured: a molecular structure, C5H8O2, with ωB97M-V/def2-TZVPD.

Calculated values
Electronic energy: -9407.2243 eV
Max |F|: 1.79 eV/A
Energy above the lowest of the compared OMol25 structures with the same formula, charge and spin: 251.6 kJ/mol
Gap between HOMO and LUMO: 9.53 eV
E_LUMO: 0.91 eV

Last column: Mulliken charge in e.
Atoms and positions in Å:
C  1.60785  0.41150  -0.92771  -1.39
C  0.18902  -0.13793  -0.59343  0.73
O  -0.03834  -1.13525  -1.53171  -0.51
C  0.08775  -0.49437  0.90481  -0.75
C  -1.05149  0.44107  1.28699  -0.43
C  -1.61664  0.47265  -0.09310  0.26
O  -2.76289  0.49294  -0.43999  -0.48
H  2.32342  -0.43717  -0.88221  0.33
H  1.70627  0.81429  -1.93837  0.34
H  1.98458  1.14109  -0.20309  0.36
H  -0.99197  -1.26481  -1.51460  0.36
H  -0.20927  -1.54221  1.00475  0.28
H  1.00361  -0.31220  1.46801  0.31
H  -1.69266  0.16765  2.12793  0.36
H  -0.70762  1.47684  1.39183  0.24

***

[2]
Computed, not measured: a molecular structure, C17H15N6OsS, with ωB97M-V/def2-TZVPD.

Calculated values
Electronic energy: -40083.2082 eV
Max |F|: 0.64 eV/A
Gap between HOMO and LUMO (spin up / spin down): 6.33 / 6.03 eV
E_LUMO (spin up / spin down): -12.00 / -12.17 eV
Charge: +3

Last column: Mulliken charge in e.
Atoms and positions in Å:
Os  -0.39388  0.53590  -0.94759  1.08
C  -3.78254  -3.43219  -0.44284  -1.27
C  -2.99349  -2.89592  -1.57312  0.85
N  -3.01815  -3.29497  -2.80464  -0.56
N  -2.13385  -2.51037  -3.48049  0.20
C  -1.55114  -1.62387  -2.70346  0.37
S  -0.39386  -0.36643  -3.01449  -0.17
N  -2.07131  -1.84529  -1.48501  0.32
N  -1.68220  -1.04507  -0.38166  -0.86
H  -4.39729  -4.24887  -0.81599  0.35
H  -4.44736  -2.67129  -0.02835  0.37
H  -3.13527  -3.82165  0.34502  0.36
H  -1.99962  -2.65768  -4.47589  0.20
H  -1.19295  -1.64080  0.29112  0.41
H  -2.53719  -0.70994  0.06906  0.40
N  -3.49444  6.30263  2.51696  -0.23
C  -3.01761  5.39489  1.99964  -0.33
C  -2.42236  4.26525  1.35664  0.77
C  -1.69849  4.42257  0.17430  -0.66
C  -1.15175  3.30889  -0.41687  -0.03
N  -1.28847  2.06789  0.10890  -0.33
C  -1.98605  1.92264  1.26267  -0.03
C  -2.55874  2.98623  1.91017  -0.76
H  -1.56877  5.39623  -0.27780  0.51
H  -0.58922  3.38873  -1.34144  0.46
H  -2.03770  0.92867  1.68596  0.52
H  -3.09954  2.83650  2.83442  0.51
C  1.22925  0.03899  -0.24747  -2.26
C  2.39650  -0.26191  0.11430  2.07
C  3.66962  -0.58664  0.47436  0.71
C  4.71661  0.39475  0.37652  -0.32
C  5.98605  0.05277  0.73258  -0.68
C  6.25088  -1.25569  1.17828  -0.17
C  5.24262  -2.23428  1.27916  -0.68
C  3.96256  -1.91479  0.94241  -0.32
H  4.48050  1.38906  0.02334  0.45
H  6.78865  0.77436  0.67022  0.46
H  7.26560  -1.51955  1.45287  0.44
H  5.48909  -3.22860  1.62436  0.45
H  3.16533  -2.64114  1.01387  0.43

***

[3]
Computed, not measured: 3 unconnected molecules or ions with the total composition H5N4O, with ωB97M-V/def2-TZVPD.

Calculated values
Electronic energy: -8084.2863 eV
Max |F|: 3.56 eV/A
Energy above the lowest of the compared OMol25 structures with the same formula, charge and spin: 219.2 kJ/mol
Gap between HOMO and LUMO: 7.90 eV
E_LUMO: 5.00 eV
Charge: -1

Last column: Mulliken charge in e.
Atoms and positions in Å:
N  1.22565  1.01910  -0.44994  -0.53
N  -1.66602  -0.91749  -0.39695  -1.01
N  0.42371  -0.19194  -0.40735  -0.60
N  -0.86414  0.05551  -0.42094  1.31
O  -1.34880  1.24434  -0.33042  -0.86
H  1.79186  0.99704  0.52896  0.19
H  0.58983  1.89112  -0.46831  0.30
H  -2.67211  -0.61908  -0.40961  0.22
H  1.45166  -1.91948  1.59003  0.29
H  1.06836  -1.55913  0.76453  -0.31

***

[4]
Computed, not measured: a molecular structure, C31H20CaF4N8, with ωB97M-V/def2-TZVPD.

Calculated values
Electronic energy: -73687.4035 eV
Max |F|: 0.69 eV/A
Energy above the lowest of the compared OMol25 structures with the same formula, charge and spin: 0.0 kJ/mol
Gap between HOMO and LUMO (spin up / spin down): 6.18 / 6.19 eV
E_LUMO (spin up / spin down): -7.97 / -7.96 eV
Charge: +2

Last column: Mulliken charge in e.
Atoms and positions in Å:
Ca  1.01328  0.38415  -1.42676  2.22
C  2.18911  3.40763  -1.48562  -1.48
C  3.39356  2.94990  -0.66898  -0.60
C  4.05305  1.62651  -1.00167  0.61
C  5.38456  1.44447  -0.64159  -0.91
C  6.01572  0.24423  -0.91329  -0.31
C  5.30773  -0.76187  -1.55712  -0.88
C  3.99760  -0.51024  -1.89450  -0.14
N  3.37067  0.65063  -1.62156  -0.29
N  0.87598  2.75552  -1.22320  0.83
C  0.36111  3.02503  0.13460  -0.90
C  0.97325  2.17484  1.22424  0.29
C  1.19164  2.70057  2.48796  -0.99
C  1.72601  1.88662  3.47476  -0.46
C  2.03810  0.57015  3.16898  -0.96
C  1.78782  0.11924  1.88810  -0.29
N  1.25704  0.89643  0.93245  0.21
C  -0.10472  3.22616  -2.22750  -0.95
C  -1.29596  2.31521  -2.41638  0.59
C  -2.56476  2.84780  -2.55433  -0.72
C  -3.62315  2.00140  -2.85994  -0.39
C  -3.37796  0.64647  -3.01022  -0.83
C  -2.08695  0.18680  -2.82842  -0.30
N  -1.05808  0.99474  -2.53543  -0.40
H  2.41184  3.26690  -2.54421  0.44
H  2.07711  4.48694  -1.32991  0.39
H  3.18537  2.98700  0.40313  0.36
H  4.15206  3.71888  -0.82431  0.56
H  5.92104  2.24949  -0.15561  0.43
H  7.05137  0.09648  -0.63503  0.45
H  5.76324  -1.71141  -1.80008  0.44
H  3.41429  -1.26596  -2.41138  0.47
H  -0.71565  2.83200  0.12280  0.50
H  0.48051  4.08445  0.38571  0.44
H  0.95379  3.73711  2.69257  0.49
H  1.90671  2.27844  4.46763  0.46
H  2.47069  -0.09423  3.90393  0.47
H  2.02275  -0.90009  1.60400  0.49
H  0.41154  3.29768  -3.18615  0.50
H  -0.45166  4.23658  -1.98852  0.37
H  -2.72119  3.91287  -2.44204  0.42
H  -4.62291  2.39874  -2.98209  0.46
H  -4.16942  -0.04686  -3.25889  0.46
H  -1.86019  -0.86813  -2.92475  0.53
F  -1.22876  -5.55371  2.60271  -0.28
C  -2.06159  -4.67411  2.07321  -0.13
C  -3.35299  -4.69184  2.44881  0.34
F  -3.73938  -5.58178  3.33375  -0.27
C  -4.33553  -3.76424  1.91677  0.06
C  -3.81070  -2.81289  0.95753  0.10
C  -2.52026  -2.80573  0.59087  0.32
F  -2.11661  -1.88572  -0.29289  -0.13
C  -1.54567  -3.72756  1.11130  0.47
C  -0.22292  -3.70620  0.73947  1.02
C  0.31627  -2.77581  -0.19966  -0.26
N  0.77984  -2.00093  -0.91482  -0.43
C  0.79482  -4.57177  1.26623  -0.34
N  1.68432  -5.17030  1.68178  -0.44
F  -4.61879  -1.91877  0.42124  -0.28
C  -5.64541  -3.78036  2.29125  1.32
C  -6.18902  -4.70218  3.24596  -0.21
N  -6.68049  -5.38532  4.02913  -0.37
C  -6.61811  -2.85939  1.77574  -0.16
N  -7.39495  -2.11069  1.38026  -0.42

***

[5]
Computed, not measured: 5 unconnected molecules or ions with the total composition C25H26BrClF4O16, with ωB97M-V/def2-TZVPD.

Calculated values
Electronic energy: -152542.1556 eV
Max |F|: 0.56 eV/A
Energy above the lowest of the compared OMol25 structures with the same formula, charge and spin: 0.0 kJ/mol
SMILES string: C[C@H](Cl)CC1=CC(=O)C(CCCC(=O)O)=C(Br)C1=O.O=C1OC[C@@H](F)O1.O=C1OC[C@@H](F)O1.O=C1OC[C@@H](F)O1.O=C1OC[C@@H](F)O1
Gap between HOMO and LUMO: 8.58 eV
E_LUMO: -1.41 eV

Last column: Mulliken charge in e.
Atoms and positions in Å:
C  -1.12506  2.73688  0.92419  -1.29
C  0.31963  2.73501  0.41715  0.82
Cl  0.73409  4.40483  -0.15733  -0.25
C  0.56567  1.81186  -0.76253  -1.12
C  0.41353  0.35642  -0.45116  0.59
C  0.17933  -0.19458  0.74221  0.05
C  0.10200  -1.67005  0.82339  -0.12
O  0.50878  -2.30367  1.77318  -0.64
C  -0.49860  -2.36859  -0.36165  0.11
C  -1.31919  -3.57181  -0.04154  -1.66
C  -2.69756  -3.10122  0.51633  -0.51
C  -3.69771  -2.87932  -0.61060  -0.40
C  -4.87556  -2.03158  -0.18170  0.53
O  -5.00483  -1.56020  0.90722  -0.55
O  -5.76852  -1.76900  -1.14674  -0.51
C  -0.25245  -1.81588  -1.55334  0.61
Br  -0.88907  -2.44396  -3.20998  -0.09
C  0.56587  -0.56613  -1.62281  -0.11
O  1.30553  -0.31391  -2.53585  -0.58
H  -1.59941  3.69536  0.74262  0.45
H  -1.14718  2.57745  2.00275  0.29
H  -1.71704  1.94499  0.46981  0.29
H  1.03506  2.52321  1.20533  0.11
H  1.55268  1.97677  -1.19553  0.46
H  -0.14624  2.06345  -1.55595  0.44
H  0.07528  0.38836  1.64637  0.49
H  -1.46106  -4.16493  -0.94249  0.56
H  -0.81069  -4.17637  0.70767  0.30
H  -3.08392  -3.81524  1.23893  0.50
H  -2.56599  -2.14468  1.02290  0.31
H  -3.21991  -2.35310  -1.44029  0.17
H  -4.05187  -3.83428  -1.00420  0.41
H  -5.50996  -2.22731  -1.96048  0.38
O  -4.36391  -2.80676  -3.91351  -0.48
C  -4.38219  -2.08461  -4.85709  0.62
O  -5.23961  -1.05822  -5.02274  -0.31
C  -4.84035  -0.31704  -6.18316  -0.41
C  -4.04258  -1.34970  -6.95277  0.29
F  -3.00800  -0.80799  -7.62999  -0.28
O  -3.54177  -2.17986  -5.91464  -0.28
H  -4.20511  0.51617  -5.88126  0.28
H  -5.71136  0.05322  -6.71483  0.26
H  -4.63109  -1.96049  -7.63885  0.29
O  6.31931  7.62181  -0.99627  -0.50
C  5.73583  6.59774  -0.89155  0.60
O  4.80055  6.32458  0.04584  -0.36
C  4.21426  5.04804  -0.25003  0.07
C  5.29488  4.39843  -1.08371  0.51
F  4.79306  3.58374  -2.04339  -0.29
O  5.92617  5.50990  -1.69382  -0.38
H  3.30383  5.18633  -0.83050  -0.01
H  3.97885  4.50957  0.66168  0.13
H  6.03670  3.83980  -0.51135  0.21
O  -3.95574  -4.09242  6.06395  -0.51
C  -2.99074  -3.50855  5.71124  0.59
O  -2.59250  -3.36214  4.42471  -0.29
C  -1.47404  -2.46886  4.39122  0.00
C  -0.93860  -2.58603  5.80071  0.37
F  -0.41020  -1.42291  6.25495  -0.28
O  -2.09946  -2.89746  6.54651  -0.33
H  -1.82447  -1.45393  4.19413  0.19
H  -0.76302  -2.76574  3.62749  -0.02
H  -0.20265  -3.37946  5.94094  0.30
O  3.32795  2.52028  1.81997  -0.50
C  4.26907  1.80835  1.94866  0.60
O  4.50167  1.01863  3.01382  -0.33
C  5.63557  0.18969  2.72796  -0.46
C  6.34612  0.98999  1.65626  0.30
F  6.95585  0.20846  0.74008  -0.28
O  5.27260  1.68741  1.03905  -0.21
H  5.29532  -0.76846  2.33390  0.28
H  6.22654  0.03400  3.62518  0.28
H  7.06758  1.71571  2.03535  0.31

***

[6]
Computed, not measured: a molecular structure, C38H34CrIN4OPS, with ωB97M-V/def2-TZVPD.

Calculated values
Electronic energy: -104607.7766 eV
Max |F|: 1.17 eV/A
Spin multiplicity: 2
Gap between HOMO and LUMO (spin up / spin down): 7.52 / 7.34 eV
E_LUMO (spin up / spin down): -3.14 / -3.34 eV
Charge: +1

Last column: Mulliken charge in e.
Atoms and positions in Å:
Cr  -0.14379  0.27034  0.50807  0.35
N  -4.41704  0.13279  0.70076  -0.41
C  -3.12938  -0.21531  0.50411  0.34
S  -2.19869  0.72233  -0.66737  -0.31
N  -2.62846  -1.19982  1.19591  -1.33
N  -1.31039  -1.33679  0.80168  1.39
C  -0.86548  -2.48846  0.46141  0.26
C  -1.59447  -3.76701  0.60770  -0.89
C  -1.11454  -4.73511  1.48287  0.22
C  -1.79152  -5.93851  1.61964  -0.85
C  -2.93637  -6.17690  0.87420  -0.47
C  -3.40870  -5.21349  -0.00743  -0.83
C  -2.74284  -4.00577  -0.13978  -0.18
C  0.38920  -2.41168  -0.32496  1.12
C  1.05322  -3.52134  -0.81180  -0.69
C  2.14544  -3.32932  -1.64684  -0.88
C  2.52467  -2.04109  -1.98029  -1.13
C  1.81227  -0.97750  -1.44967  -0.37
N  0.77318  -1.15438  -0.63600  0.97
H  -4.84925  0.80259  0.09146  0.21
H  -4.99506  -0.45449  1.27846  0.25
H  -0.22257  -4.54351  2.06822  0.41
H  -1.42496  -6.68689  2.30901  0.44
H  -3.46272  -7.11600  0.97983  0.41
H  -4.30060  -5.40190  -0.58961  0.41
H  -3.10936  -3.24832  -0.82053  0.49
H  0.70836  -4.50948  -0.54458  0.55
H  2.68672  -4.17994  -2.03823  0.47
H  3.35649  -1.84900  -2.64201  0.50
H  2.08149  0.04714  -1.67031  0.68
I  -1.44223  1.91832  2.44523  0.21
C  0.23128  2.67412  3.42340  0.55
C  0.27731  2.44382  4.76884  -0.64
C  1.24386  3.08654  5.56912  -0.89
C  2.06440  4.00906  4.99959  -0.91
C  2.01939  4.27094  3.60688  0.81
C  2.82445  5.30567  3.07394  -0.82
C  2.79193  5.59523  1.74500  -1.28
C  2.04663  4.76972  0.88607  -0.18
C  1.27546  3.72601  1.34068  0.30
P  0.75722  2.57428  -0.00823  1.39
C  -0.34613  3.55379  -1.06307  0.51
C  -0.99307  4.69009  -0.59250  -0.90
C  -1.90410  5.35941  -1.39975  -0.69
C  -2.16933  4.90046  -2.67955  -0.68
C  -1.53485  3.75784  -3.15283  -0.83
C  -0.63788  3.08238  -2.34493  -0.45
C  2.34631  2.46147  -0.91471  0.18
C  3.32237  1.64913  -0.33447  -0.69
C  4.57049  1.51895  -0.91978  -0.40
C  4.85792  2.19436  -2.09987  -0.73
C  3.89387  3.00323  -2.68216  -0.70
C  2.64380  3.14261  -2.09143  -0.18
C  1.15504  3.52640  2.75489  0.06
H  -0.45201  1.79312  5.23143  0.48
H  1.28407  2.88283  6.63005  0.43
H  2.76233  4.57496  5.60330  0.43
H  3.45011  5.87304  3.75136  0.43
H  3.37572  6.40808  1.33598  0.46
H  2.13208  4.94196  -0.17992  0.46
H  -0.78859  5.05883  0.40472  0.36
H  -2.40361  6.24259  -1.02471  0.45
H  -2.87285  5.42830  -3.30934  0.41
H  -1.74805  3.38912  -4.14722  0.45
H  -0.16708  2.17642  -2.71226  0.55
H  3.09305  1.11813  0.58423  0.00
H  5.32044  0.89257  -0.45460  0.51
H  5.83193  2.09477  -2.55996  0.42
H  4.11486  3.53827  -3.59634  0.45
H  1.90970  3.78890  -2.55184  0.40
C  2.90031  0.15370  3.35362  -1.31
C  1.68284  -0.58503  2.82213  0.23
C  2.03475  -1.99812  2.39310  -0.76
O  1.11142  0.17049  1.77226  0.19
H  3.22317  -0.28539  4.29837  0.41
H  2.67127  1.20578  3.52282  0.19
H  3.73428  0.08615  2.65030  0.36
H  0.93275  -0.64250  3.62192  0.29
H  2.74638  -1.98029  1.56306  0.17
H  1.14699  -2.54993  2.08509  -0.20
H  2.49111  -2.53929  3.22265  0.58